Formula: C19H38BFNO13
Source: OMol25
Level of theory: the ωB97M-V functional and the def2-TZVPD basis

Properties
**Total charge**: -1

Atoms and positions in Å:
F 0.709 -0.170 0.781
O 1.311 0.321 4.976
O -7.083 -6.602 1.723
O 0.778 1.840 6.416
O -3.061 -2.125 -0.041
O -6.230 -5.097 0.429
O 3.620 7.669 -4.697
O 0.886 2.416 4.237
O -3.460 -1.646 -2.198
O 1.090 1.308 -1.052
O 5.057 6.106 -3.932
O 0.636 -0.919 -1.480
O -6.777 -4.522 2.545
O 2.972 5.585 -4.115
N 4.212 -1.507 -0.722
C 3.854 6.559 -4.287
C 2.804 -1.841 -0.946
C -2.090 -0.012 0.682
C 6.109 7.061 -4.061
C 2.018 -0.755 -1.709
C 1.622 5.924 -4.450
C 0.985 1.595 5.108
C -3.372 -0.781 0.404
C -2.946 -2.336 -1.363
C -2.161 -3.585 -1.632
C 3.097 1.501 -2.385
C -5.750 -3.758 0.205
C 1.531 -0.126 3.619
C 2.343 0.717 -1.312
C 0.411 3.189 6.695
C 4.919 -2.547 0.016
C -6.699 -5.320 1.648
C -7.606 -6.977 2.998
C -1.332 0.522 -0.548
B 0.248 0.185 -0.577
H 4.180 1.361 -2.285
H -2.718 -4.450 -1.255
H 1.043 5.029 -4.247
H -3.939 -0.918 1.331
H 2.771 -2.769 -1.531
H 2.265 -2.031 -0.005
H -1.446 -0.680 1.262
H 1.194 3.877 6.379
H -1.210 -3.541 -1.101
H 0.644 -0.009 3.005
H 2.942 0.753 -0.385
H -2.006 -3.681 -2.706
H -7.870 -8.027 2.908
H -1.413 1.616 -0.582
H 1.795 -1.175 3.712
H -4.019 -0.296 -0.333
H 1.272 6.748 -3.832
H -6.557 -3.042 0.349
H 1.548 6.197 -5.501
H -4.924 -3.529 0.872
H -5.414 -3.736 -0.826
H 5.922 7.927 -3.428
H -6.856 -6.843 3.776
H 6.211 7.385 -5.095
H -0.517 3.450 6.188
H 4.261 -3.082 0.720
H 0.277 3.241 7.772
H 2.346 0.433 3.166
H -1.793 0.152 -1.469
H 5.354 -3.282 -0.672
H 4.230 -0.663 -0.162
H -8.487 -6.386 3.242
H 2.816 1.170 -3.389
H 7.010 6.548 -3.737
H 2.870 2.564 -2.267
H 5.741 -2.105 0.587
H -2.371 0.815 1.349
H 2.200 -0.893 -2.786

***

Formula: C4H29N2O12
Source: OMol25
Level of theory: the ωB97M-V functional and the def2-TZVPD basis

Properties
**Total charge**: +1
**ΔE to the lowest compared entry with this formula, charge and spin**: 34.0 kcal/mol

Atoms and positions in Å:
O 3.128 3.001 -1.049
O 4.253 -2.853 -0.559
O -1.271 -4.072 1.330
O 3.995 1.182 1.970
O -2.455 5.009 0.378
O 2.390 -0.392 -1.023
O -0.188 0.125 -1.315
O -0.863 -2.132 3.860
O 1.787 -1.692 1.750
O -3.509 1.343 -1.534
O -2.024 1.589 -3.756
O -1.694 -3.209 -1.092
N -0.921 -1.341 0.873
N -0.926 2.063 -0.683
C -1.521 4.420 -0.085
C -0.818 0.741 -0.445
C -1.216 3.010 0.396
C -1.488 0.030 0.688
H 0.081 -1.282 1.122
H 3.744 -3.000 -1.360
H -1.901 0.650 -3.749
H -0.686 4.919 -0.621
H -1.302 -3.862 -1.671
H -2.255 -3.538 -0.418
H -1.447 -1.629 1.692
H -1.301 -1.651 4.561
H -1.981 2.684 1.096
H 3.576 1.847 1.397
H -0.959 -1.938 0.027
H -1.396 -4.969 0.989
H 0.092 -2.090 3.945
H -0.913 -4.299 2.201
H -2.132 1.909 -4.656
H 4.836 1.262 1.496
H 4.746 -3.665 -0.410
H 2.222 -1.990 0.931
H 2.194 -0.810 1.771
H -0.672 2.406 -1.594
H -2.542 -0.179 0.486
H -0.336 3.096 1.055
H 1.795 0.347 -1.199
H -4.306 0.796 -1.577
H -3.270 1.240 -2.478
H -1.447 0.629 1.590
H 3.779 3.427 -1.610
H 2.735 -0.705 -1.859
H 2.387 3.574 -0.856

***

Formula: C32H36FN4O7SV
Source: OMol25
Level of theory: the ωB97M-V functional and the def2-TZVPD basis

Properties
**Total charge**: +2

Atoms and positions in Å:
V -0.852 0.741 -2.203
S -1.233 -2.328 -1.751
F -2.909 1.602 4.260
O -2.396 -3.151 -1.829
O 2.979 0.032 -1.521
O -2.405 1.572 -1.917
O -0.761 1.071 -0.143
O -4.592 1.200 -1.505
O 0.784 0.197 -1.905
O -0.566 -2.111 -0.503
N -1.546 1.291 8.981
N -1.797 -0.775 -2.288
N -0.978 1.052 6.218
N 2.171 0.303 2.603
C -1.416 1.171 2.522
C -0.698 0.995 4.835
C 3.269 -1.128 4.401
C -0.122 0.855 2.093
C -3.240 -0.580 -2.472
C -0.460 -2.673 -4.326
C -2.196 0.221 8.140
C -0.077 -2.724 -2.991
C -0.359 2.115 6.990
C 2.092 -3.502 -3.604
C -0.670 1.457 -5.237
C 1.193 -3.136 -2.617
C 1.888 0.215 -1.084
C -1.401 3.047 -6.941
C 1.740 -3.454 -4.951
C -0.197 1.686 8.436
C 0.881 0.622 3.041
C 2.731 -3.820 -6.016
C -0.723 1.198 -4.048
C -1.679 1.244 3.857
C -1.208 0.584 -7.440
C -0.602 1.766 -6.664
C 0.160 0.789 0.668
C -2.303 0.719 6.711
C 0.453 -3.036 -5.295
C 4.282 -0.929 3.313
C 1.484 0.427 0.315
C 0.871 1.955 -7.056
C 2.427 0.233 1.298
C 0.582 0.690 4.407
C 3.245 0.120 3.566
C -3.558 0.798 -1.905
H 3.584 -1.037 5.431
H -3.482 -0.573 -3.539
H -1.196 0.813 -8.506
H 5.300 -0.686 3.577
H 1.453 1.059 -6.838
H -0.955 3.041 6.948
H 3.482 -4.511 -5.638
H 0.932 2.156 -8.126
H 4.177 -1.555 2.438
H -2.453 2.920 -6.685
H -2.743 -0.074 6.109
H -3.811 -1.364 -1.982
H 1.342 0.466 5.140
H -1.004 3.889 -6.374
H -1.456 -2.354 -4.607
H 3.447 0.002 1.019
H -2.190 1.386 1.798
H -2.155 2.114 9.001
H 2.493 -1.858 4.212
H -2.241 0.404 -7.142
H 3.249 -2.927 -6.371
H 0.163 -3.005 -6.338
H -2.995 1.572 6.672
H 1.314 2.796 -6.523
H 2.238 -4.278 -6.872
H -1.333 3.285 -8.003
H -3.172 0.011 8.574
H 3.561 1.052 4.018
H -1.559 -0.659 8.214
H 1.472 -3.168 -1.572
H -0.628 -0.325 -7.277
H 3.085 -3.830 -3.324
H 0.191 2.486 9.064
H 0.624 2.353 6.588
H -1.458 0.975 9.947
H 0.435 0.805 8.524

***

Formula: C33H8CrF21GeI2N5O4S4
Source: OMol25
Level of theory: the ωB97M-V functional and the def2-TZVPD basis

Properties
**<S²>**: 6.016
**2S+1**: 5
**Total charge**: 0

Atoms and positions in Å:
I -0.262 4.747 3.767
I -0.630 1.693 2.079
Ge -2.626 -0.869 -0.896
Cr 2.009 1.962 1.273
S 2.255 0.656 5.010
S -0.915 0.439 -0.628
S 2.882 2.824 3.671
S 5.520 0.027 -4.974
F 5.014 3.057 2.112
F -1.943 -1.731 -6.126
F -4.991 -0.643 3.747
F 0.388 -0.981 4.104
F -7.526 -0.378 2.756
F -4.566 1.993 -4.871
F 4.329 1.041 2.398
F -4.195 1.314 -2.229
F -2.887 -0.878 1.988
F -5.822 -0.664 -1.631
F -1.634 -2.372 -3.469
F 2.272 -1.061 3.060
F -4.135 -3.164 -2.145
F -0.747 -2.630 1.024
F -0.392 -5.321 1.137
F -1.913 -6.963 -0.430
F -3.853 -5.886 -2.028
F -7.942 -0.409 0.068
F 5.520 2.043 3.933
F -3.392 0.478 -6.807
F 2.054 -2.041 4.981
O 1.325 1.005 6.022
O 3.649 0.586 5.269
O 3.063 3.480 4.905
O 2.436 3.597 2.531
N 2.033 1.517 3.666
N 2.147 0.430 0.064
N 5.583 1.379 -4.101
N 3.210 2.748 -0.073
N 4.487 -0.788 -4.044
C 1.501 -0.737 0.131
C -4.141 -0.706 1.538
C 3.671 4.001 -0.140
C -2.090 -5.643 -0.475
C -3.276 0.127 -5.526
C -5.612 -0.601 -0.315
C 3.001 0.601 -0.980
C 1.666 -1.752 -0.812
C -6.491 -0.482 1.924
C 3.223 -0.374 -1.967
C -0.676 2.680 4.006
C -5.198 -0.608 2.429
C -3.706 0.543 -3.206
C -3.066 -5.091 -1.301
C -2.535 -1.000 -5.176
C -6.700 -0.493 0.547
C 3.616 1.885 -1.038
C 4.525 2.242 -2.051
C 4.787 1.249 -3.049
C 5.066 3.526 -2.040
C -3.004 -0.589 -2.836
C -1.483 -3.425 0.238
C -3.197 -3.710 -1.359
C -4.319 -0.677 0.169
C -2.395 -2.853 -0.626
C 2.522 -1.583 -1.878
C 4.613 4.412 -1.073
C 4.562 2.208 3.052
C 1.705 -0.978 4.273
C -2.403 -1.330 -3.834
C -1.309 -4.804 0.315
C -3.870 0.906 -4.536
C 4.141 -0.031 -3.012
H 1.092 -2.657 -0.702
H 5.799 3.791 -2.784
H 3.269 4.691 0.591
H 2.660 -2.335 -2.639
H 0.865 -0.894 0.987
H -1.670 2.575 4.430
H 0.074 2.255 4.658
H 4.975 5.428 -1.046

***

Formula: C6H17NO
Source: OMol25
Level of theory: the ωB97M-V functional and the def2-TZVPD basis

Properties
**Total charge**: 0
**ΔE to the lowest compared entry with this formula, charge and spin**: 55.5 kcal/mol
**SMILES string**: CN[C@@H](C)C(C)C.O

Atoms and positions in Å:
O -1.161 0.228 -2.929
N -0.840 -0.899 -0.158
C -0.338 0.205 0.680
C 1.211 0.546 0.017
C -2.223 -1.266 -0.038
C 1.600 2.035 0.176
C 2.242 -0.390 0.422
C -0.261 -0.382 2.103
H 0.199 0.335 2.886
H -0.476 0.825 -2.753
H 1.825 -1.409 0.147
H 0.892 0.546 -1.112
H 0.878 2.442 0.956
H 0.340 -1.316 2.249
H -2.783 -1.160 0.961
H -0.943 1.122 0.548
H 2.679 2.268 0.291
H 1.284 2.453 -0.794
H 3.300 -0.242 -0.068
H -1.181 -0.280 -2.108
H -1.086 -0.616 2.766
H -2.415 -2.376 -0.195
H -0.107 -1.576 -0.238
H -2.895 -0.593 -0.686
H 2.273 -0.445 1.524

***

| no. | calculated total energy (eV) | maximum force (eV/A) |
| --- | --- | --- |
| 1 | -51826.23535 | 0.53 |
| 2 | -32162.79952 | 3.67 |
| 3 | -93285.98769 | 0.77 |
| 4 | -251536.29189 | 2.11 |
| 5 | -10033.17442 | 4.50 |